Record 1
15
Properties=species:S:1:pos:R:3 method="wB97M-V/def2-TZVPD" relative_energy_kcal_mol=11.90 smiles="CC(=S)N(C)C" orbital_gap_ev=8.7 homo_ev=-7.998 multiplicity=1 total_charge=0
C 1.02 -0.82 1.36
C 0.33 -0.39 0.10
S 0.81 -0.91 -1.39
N -0.63 0.53 0.25
C -0.87 1.12 1.56
C -1.29 1.12 -0.83
H 1.87 -1.45 1.10
H 1.40 0.03 1.94
H 0.36 -1.41 1.99
H -1.91 1.40 1.57
H -0.25 2.02 1.70
H -0.72 0.35 2.34
H -1.61 0.36 -1.56
H -2.20 1.54 -0.40
H -0.65 1.85 -1.28

Record 2
18
Properties=species:S:1:pos:R:3 method="wB97M-V/def2-TZVPD" relative_energy_kcal_mol=47.25 smiles="C/C=C/N.NC(=O)O" orbital_gap_ev=8.4 homo_ev=-7.680 multiplicity=1 total_charge=0
C -0.13 -0.90 3.02
C -0.95 -1.20 1.79
C -1.32 -0.30 0.85
N -2.29 -0.51 -0.14
H 0.48 0.02 2.86
H -0.85 -0.81 3.90
H 0.51 -1.79 3.22
H -1.38 -2.21 1.85
H -0.97 0.72 0.92
H -3.00 0.21 -0.05
H -2.74 -1.45 -0.14
N 2.33 0.34 -1.91
C 1.14 0.85 -1.30
O 1.11 1.51 -0.30
O 0.03 0.38 -1.92
H 3.12 0.24 -1.28
H 2.61 0.79 -2.77
H 0.40 -0.32 -2.52

Record 3
15
Properties=species:S:1:pos:R:3 method="wB97M-V/def2-TZVPD" relative_energy_kcal_mol=0.00 orbital_gap_ev="7.1 / 6.1" homo_ev="-3.635 / -5.403" multiplicity=3 total_charge=-1
C 1.60 0.92 -0.31
C -0.08 0.21 -1.84
C -0.91 -2.11 0.30
C 0.24 -1.07 0.58
C -0.69 1.67 0.10
C 0.18 0.68 -0.53
N 2.66 1.12 0.07
N -0.14 -0.25 -2.88
N 1.55 -1.46 1.20
N 0.80 -0.73 1.85
O -1.92 -1.77 -0.25
O -0.58 -3.14 0.87
H -1.74 1.44 0.19
H -0.48 2.62 -0.43
H -0.50 1.87 1.07

Record 4
12
Properties=species:S:1:pos:R:3 method="wB97M-V/def2-TZVPD" relative_energy_kcal_mol=90.09 smiles="C[C@@H](N=O)P(=O)([O-])[O-]" orbital_gap_ev=7.0 homo_ev=0.120 multiplicity=1 total_charge=-2
C -0.26 0.13 0.40
C 0.83 -0.16 -1.00
N 2.08 -0.58 -0.62
O 3.04 -0.43 -1.51
P -0.47 -1.45 -2.00
O 0.22 -1.44 -3.35
O -1.64 -0.49 -1.98
O -0.57 -2.82 -1.36
H -0.58 -0.90 0.72
H 0.60 0.54 1.18
H -0.94 0.93 0.10
H 0.94 0.64 -1.73